[1]
ORCA calculation (ωB97M-V/def2-TZVPD) on 2 unconnected molecules or ions with the total composition CH7NO2 in a non-equilibrium geometry.

SMILES string = NCO.O
Energy above the lowest of the compared OMol25 structures with the same formula, charge and spin = 58.1 kJ/mol
E_tot = -6734.7410 eV
Orbital gap = 9.88 eV
M = 65.07 g mol⁻¹
HOMO = -9.0 eV

Each atom is followed by the atoms it is bonded to, with distances in Å.
Element x y z (Å)
1 O -2.653 4.234 5.598  H6 0.967, H7 0.966
2 O 0.743 -0.461 -1.190  C4 1.426, H9 0.988
3 N 1.833 -2.200 -2.205  C4 1.416, H5 1.027, H10 1.023
4 C 0.608 -1.492 -2.166  O2 1.426, N3 1.416, H8 1.172, H11 1.127
5 H 2.225 -2.326 -1.264  N3 1.027
6 H -1.801 4.689 5.556  O1 0.967
7 H -2.646 3.804 4.733  O1 0.966
8 H -0.264 -2.205 -1.844  C4 1.172
9 H 0.071 0.224 -1.426  O2 0.988
10 H 1.739 -3.114 -2.655  N3 1.023
11 H 0.144 -1.153 -3.136  C4 1.127



[2]
ORCA calculation (ωB97M-V/def2-TZVPD) on 3 unconnected molecules or ions with the total composition CH7NO2 in a non-equilibrium geometry.

SMILES string = C=N.O.O
Energy above the lowest of the compared OMol25 structures with the same formula, charge and spin = 217.6 kJ/mol
E_tot = -6733.0883 eV
Orbital gap = 11.28 eV
M = 65.07 g mol⁻¹
HOMO = -10.7 eV

Each atom is followed by the atoms it is bonded to, with distances in Å.
Element x y z (Å)
1 O -2.628 0.032 0.416  H5 0.975, H6 0.830
2 O 0.201 0.042 -2.219  H7 0.860, H11 0.989
3 N 0.299 0.094 1.106  C4 1.302, H10 1.034
4 C 1.481 -0.004 0.568  N3 1.302, H8 1.188, H9 1.149
5 H -2.361 -0.624 -0.255  O1 0.975
6 H -2.106 0.109 1.057  O1 0.830
7 H 0.246 0.878 -2.020  O2 0.860
8 H 1.655 -0.179 -0.594  C4 1.188
9 H 2.418 -0.036 1.232  C4 1.149
10 H 0.306 0.165 2.137  N3 1.034
11 H 0.489 -0.479 -1.429  O2 0.989